A.
Below is 4 unconnected molecules or ions with the total composition C4H17NO3, with properties calculated with ωB97M-V/def2-TZVPD.

Output
* multiplicity: 2
* net charge: +1
* Kohn-Sham gap (alpha / beta): 0.423 / 0.225 Eh

Atoms and positions in Å:
C: -1.966 -0.848 1.898
C: -0.701 -1.578 1.462
C: 0.469 -0.612 1.305
C: 0.594 0.137 -0.024
N: 1.352 -0.477 -1.043
H: -2.418 -0.410 0.999
H: -1.773 0.132 2.370
H: -2.763 -1.346 2.441
H: -0.479 -2.338 2.216
H: -0.976 -2.068 0.524
H: 0.463 0.151 2.082
H: 1.333 -1.253 1.559
H: 1.126 1.054 0.330
H: -0.418 0.421 -0.320
H: 1.832 -1.318 -0.687
H: 0.778 -0.912 -1.797
H: 0.908 4.129 0.603
H: -0.594 3.939 -0.135
O: 0.199 3.563 0.245
H: 1.830 1.524 -2.242
H: 1.555 2.889 -1.574
O: 1.592 2.413 -2.412
H: -0.470 -3.046 -2.286
H: -0.981 -2.062 -3.172
O: -0.493 -2.084 -2.343

***

B.
Below is 4 unconnected molecules or ions with the total composition C4H17NO3, with properties calculated with ωB97M-V/def2-TZVPD.

Output
* multiplicity: 2
* net charge: +1
* Kohn-Sham gap (alpha / beta): 0.442 / 0.261 Eh

Atoms and positions in Å:
C: 2.060 1.085 1.132
C: 0.671 0.442 1.196
N: -0.091 0.539 -0.053
C: -1.450 0.038 0.163
C: -0.084 1.820 -0.730
H: 2.612 0.804 0.239
H: 2.000 2.171 1.222
H: 2.643 0.761 1.989
H: 0.109 0.942 1.985
H: 0.824 -0.632 1.389
H: -2.064 0.743 0.712
H: -1.456 -0.931 0.653
H: -1.881 -0.251 -0.793
H: -0.731 2.521 -0.249
H: 0.912 2.244 -0.701
H: -0.530 1.688 -1.718
H: -3.990 0.456 -2.611
H: -2.563 0.223 -1.947
O: -3.053 0.669 -2.640
H: 0.922 -2.839 2.297
H: 0.993 -2.653 0.814
O: 0.350 -2.634 1.545
H: 1.159 -1.652 -1.189
H: 1.006 -3.067 -1.582
O: 1.634 -2.490 -1.122

***

Name the most stable of them. B.

***

A.
Below is a molecular structure, C5H14N2O2, with properties calculated with ωB97M-V/def2-TZVPD.

Output
* multiplicity: 1
* Kohn-Sham gap: 0.381 Eh

Atoms and positions in Å:
C: 0.074 -0.144 -0.860
C: 0.680 -1.543 -1.004
C: 0.527 0.752 -2.018
C: -1.456 -0.212 -0.840
N: 0.588 0.503 0.382
H: 0.057 1.662 0.976
H: 1.557 0.781 0.244
H: 1.615 0.818 -2.064
H: -1.810 -1.007 -0.190
H: 0.312 -2.018 -1.914
H: 1.769 -1.492 -1.059
H: 0.402 -2.168 -0.157
H: 0.182 0.340 -2.966
H: 0.114 1.756 -1.913
H: -1.879 0.739 -0.515
H: -1.821 -0.419 -1.846
C: 0.573 -0.121 1.737
N: -0.543 -0.879 2.040
O: -0.527 1.926 2.026
O: 1.601 -0.100 2.378
H: -0.116 2.452 2.720
H: -0.484 -1.224 2.987
H: -1.414 -0.404 1.855

***

B.
Below is 2 unconnected molecules or ions with the total composition C5H14N2O2, with properties calculated with ωB97M-V/def2-TZVPD.

Output
* multiplicity: 1
* SMILES: CNC(=O)O.CC(C)N
* Kohn-Sham gap: 0.342 Eh

Atoms and positions in Å:
C: -1.878 -2.096 -0.418
N: -0.678 -1.461 -0.945
C: -0.715 -0.197 -1.572
O: 0.127 0.188 -2.348
O: -1.835 0.485 -1.230
H: -2.376 -1.383 0.236
H: -1.585 -2.982 0.144
H: -2.572 -2.397 -1.210
H: -0.013 -2.080 -1.392
H: -1.746 1.386 -1.570
C: 2.153 0.329 0.275
C: 0.686 0.532 0.663
C: 0.292 1.989 0.466
N: 0.369 0.147 2.042
H: 2.278 0.521 -0.789
H: 2.811 0.998 0.835
H: 2.469 -0.697 0.475
H: 0.070 -0.365 0.120
H: 0.471 2.300 -0.562
H: -0.752 2.143 0.735
H: 0.897 2.643 1.099
H: 0.722 -0.783 2.238
H: 0.806 0.781 2.708

***

Name the most stable of them. A.

***

A.
Below is 2 unconnected molecules or ions with the total composition C4H15N2O2, with properties calculated with ωB97M-V/def2-TZVPD.

Output
* multiplicity: 2
* Kohn-Sham gap (alpha / beta): 0.133 / 0.362 Eh

Atoms and positions in Å:
N: -1.241 1.191 -2.049
C: -2.382 0.546 -1.204
C: -1.750 -0.021 0.034
N: -0.909 1.144 0.400
C: 0.442 0.978 0.818
C: 1.509 0.505 -0.206
O: 1.480 1.079 -1.451
H: -1.090 0.635 -2.925
H: -0.460 1.086 -1.489
H: -1.196 2.272 -2.112
H: -3.129 1.273 -1.028
H: -2.736 -0.178 -1.831
H: -2.476 -0.396 0.840
H: -1.164 -0.865 -0.143
H: -1.273 1.939 0.942
H: 0.620 2.097 1.116
H: 0.637 0.404 1.696
H: 1.429 -0.616 -0.472
H: 2.540 0.631 0.279
H: 2.334 1.543 -1.492
H: 2.295 -5.417 2.941
H: 2.925 -4.405 3.730
O: 2.131 -4.628 3.306

***

B.
Below is 3 unconnected molecules or ions with the total composition C4H15N2O2, with properties calculated with ωB97M-V/def2-TZVPD.

Output
* multiplicity: 2
* Kohn-Sham gap (alpha / beta): 0.134 / 0.334 Eh

Atoms and positions in Å:
C: -2.044 -1.747 -0.530
C: -1.024 -1.796 0.603
C: 0.198 -0.948 0.365
C: 1.405 -1.221 0.857
N: 2.544 -0.467 0.763
N: -0.030 0.366 -0.274
H: -1.694 -1.733 -1.562
H: -2.700 -0.907 -0.345
H: -2.775 -2.548 -0.370
H: -1.509 -1.571 1.571
H: -0.645 -2.817 0.815
H: 1.553 -2.165 1.370
H: 2.622 0.306 0.102
H: 3.423 -0.746 1.166
H: 0.738 0.995 -0.025
H: -0.098 0.339 -1.307
H: -0.881 0.794 0.117
H: -1.603 2.911 -0.789
H: -2.728 2.761 0.211
O: -1.807 2.493 0.079
H: 1.774 3.118 -0.903
H: 3.057 2.308 -1.213
O: 2.223 2.276 -0.701

***

Name the most stable of them. B.

***

A.
Below is 4 unconnected molecules or ions with the total composition C2H10O2S2, with properties calculated with ωB97M-V/def2-TZVPD.

Output
* multiplicity: 1
* Kohn-Sham gap: 0.140 Eh

Atoms and positions in Å:
C: 1.588 -0.434 -0.759
S: 2.888 0.580 -0.115
S: -1.773 0.035 1.131
C: -0.490 1.068 1.796
H: 0.880 -0.816 -0.019
H: 1.039 0.194 -1.457
H: 2.036 -1.325 -1.286
H: 0.400 1.010 1.150
H: -0.864 2.091 1.835
H: -0.154 0.709 2.792
H: -1.346 -1.953 -0.086
H: -2.428 -2.887 -0.634
O: -1.502 -2.579 -0.820
H: -1.555 0.739 -1.019
H: -1.552 0.670 -2.643
O: -1.129 1.031 -1.859

***

B.
Below is 3 unconnected molecules or ions with the total composition C2H10O2S2, with properties calculated with ωB97M-V/def2-TZVPD.

Output
* multiplicity: 1
* SMILES: CSSC.O.O
* Kohn-Sham gap: 0.356 Eh

Atoms and positions in Å:
C: 1.872 -0.195 -0.772
S: 0.315 0.038 0.132
S: -0.602 1.410 -1.108
C: -0.090 2.992 -0.401
H: 2.332 0.760 -0.989
H: 1.646 -0.725 -1.684
H: 2.558 -0.779 -0.155
H: -0.701 3.733 -0.904
H: 0.940 3.190 -0.665
H: -0.253 3.056 0.679
O: -1.486 -2.071 -1.834
H: -1.491 -1.208 -1.397
H: -2.358 -2.212 -2.214
O: -1.178 -2.496 3.591
H: -0.293 -2.138 3.707
H: -1.212 -3.357 4.014

***

C.
Below is 3 unconnected molecules or ions with the total composition C2H10O2S2, with properties calculated with ωB97M-V/def2-TZVPD.

Output
* multiplicity: 1
* SMILES: CSSC.O.O
* Kohn-Sham gap: 0.346 Eh

Atoms and positions in Å:
C: -2.468 0.330 -0.142
S: -0.664 0.648 -0.313
S: 0.329 -0.981 -0.956
C: 0.896 -1.817 0.565
H: -2.693 0.710 0.863
H: -2.971 0.879 -0.941
H: -2.662 -0.738 -0.205
H: 0.157 -2.570 0.807
H: 1.795 -2.322 0.239
H: 1.097 -1.126 1.389
O: 5.936 3.099 3.099
H: 5.462 3.381 3.887
H: 5.683 2.187 2.928
O: -3.282 -0.244 -3.550
H: -2.823 -0.418 -4.375
H: -3.789 -1.018 -3.296

***

Name the most stable of them. B.

***

A.
Below is a single C4H5N3O2 molecule, with properties calculated with ωB97M-V/def2-TZVPD.

Output
* multiplicity: 1
* SMILES: Nc1[nH]ncc(=O)c1O
* Kohn-Sham gap: 0.326 Eh

Atoms and positions in Å:
N: -2.164 -0.720 0.008
C: -0.852 -0.075 -0.074
N: -0.892 1.276 0.063
N: 0.108 2.013 0.002
C: 1.293 1.448 -0.192
C: 1.546 0.077 -0.009
O: 2.633 -0.545 0.206
C: 0.316 -0.725 -0.127
O: 0.462 -1.937 -0.035
H: -1.756 -1.712 -0.620
H: -2.343 -0.932 1.216
H: -1.830 1.732 -0.012
H: 2.053 2.302 0.011
H: 1.426 -2.203 -0.437

***

B.
Below is a molecular structure, C4H5N3O2, with properties calculated with ωB97M-V/def2-TZVPD.

Output
* multiplicity: 1
* Kohn-Sham gap: 0.353 Eh

Atoms and positions in Å:
C: 4.502 0.768 -0.012
C: 2.664 -0.037 0.356
C: 0.360 -0.080 0.147
C: -1.292 1.653 -0.087
N: 3.381 1.162 0.475
N: 3.289 -1.034 -0.209
N: -0.263 -1.057 -0.317
O: 4.565 -0.497 -0.412
O: 0.160 1.168 0.337
H: 5.349 1.266 -0.319
H: -1.872 1.643 0.821
H: -1.692 0.798 -0.809
H: -1.090 2.598 -0.549
H: 0.405 -1.809 -0.431

***

C.
Below is a molecular structure, C4H5N3O2, with properties calculated with ωB97M-V/def2-TZVPD.

Output
* multiplicity: 1
* Kohn-Sham gap: 0.359 Eh

Atoms and positions in Å:
C: 0.396 0.470 -1.161
C: 0.836 1.799 0.412
C: -0.444 0.108 0.069
C: 0.709 -1.387 0.495
N: 1.202 1.432 -0.871
N: -0.116 1.089 0.967
N: -1.788 -0.423 -0.053
O: -1.978 -1.128 -1.030
O: -2.539 -0.064 0.841
H: 0.178 -0.154 -2.148
H: 1.173 2.776 0.733
H: 0.532 -1.925 -0.424
H: 0.173 -1.562 1.514
H: 1.667 -1.032 0.656

***

D.
Below is 4 unconnected molecules or ions with the total composition C4H5N3O2, with properties calculated with ωB97M-V/def2-TZVPD.

Output
* multiplicity: 1
* Kohn-Sham gap: 0.331 Eh

Atoms and positions in Å:
C: 2.093 0.746 0.076
C: 1.487 -0.636 -0.033
C: -1.709 0.898 -0.120
C: -2.077 -0.512 -0.048
H: 1.214 1.844 -0.324
H: 2.211 0.746 1.684
H: 3.213 0.509 -1.003
H: -2.679 1.520 -0.701
H: -0.995 -2.150 0.166
N: 0.052 -0.195 0.407
N: -0.425 1.088 -0.015
N: -0.900 -1.121 -0.108
O: 1.808 -1.840 -0.123
O: -3.294 -0.896 0.142

***

Name the most stable of them. A.

***

A.
Below is a gas-phase ion, C4H9N4 (charge +1), with properties calculated with ωB97M-V/def2-TZVPD.

Output
* multiplicity: 1
* net charge: +1
* SMILES: [H]/N=N/C=C\N=[N+](C)C
* Kohn-Sham gap (alpha / beta): 0.272 / 0.271 Eh

Atoms and positions in Å:
H: 4.270 0.100 1.994
N: 3.729 -0.348 1.114
N: 2.811 -1.009 1.501
C: 1.885 -1.847 1.357
C: 0.580 -1.429 0.848
N: 0.648 -0.253 0.220
N: -0.411 0.246 -0.323
C: -0.062 1.461 -1.167
C: -1.777 -0.080 -0.265
H: 1.903 -2.764 1.897
H: -0.243 -2.060 0.935
H: 0.417 2.164 -0.513
H: 0.606 1.136 -1.929
H: -0.855 1.884 -1.732
H: -2.275 0.648 -1.018
H: -2.123 -1.127 -0.604
H: -2.243 0.032 0.810

***

B.
Below is a molecular structure, C4H9N4, with properties calculated with ωB97M-V/def2-TZVPD.

Output
* multiplicity: 1
* net charge: +1
* Kohn-Sham gap: 0.366 Eh

Atoms and positions in Å:
C: -2.378 0.106 1.049
C: 1.057 -0.630 -0.046
C: 0.628 -2.024 -0.064
C: -0.610 1.250 -1.370
N: 2.180 1.391 0.306
N: -1.852 -0.097 -0.087
N: 2.025 0.105 0.052
N: -0.602 0.310 -0.503
H: -3.455 -0.157 1.205
H: -1.828 0.510 1.860
H: 0.234 -2.529 -0.904
H: 1.659 -2.580 -0.151
H: -0.022 -2.341 0.794
H: 0.241 1.660 -1.842
H: -1.598 1.589 -1.733
H: 1.385 1.960 0.363
H: 2.934 1.478 1.071

***

Name the most stable of them. A.

***

A.
Below is 2 unconnected molecules or ions with the total composition C4H9N4, with properties calculated with ωB97M-V/def2-TZVPD.

Output
* multiplicity: 1
* net charge: +1
* Kohn-Sham gap (alpha / beta): 0.300 / 0.300 Eh

Atoms and positions in Å:
C: 1.332 -0.230 -1.724
C: -0.733 0.495 -0.992
C: 0.349 -0.571 -0.688
C: -1.920 0.781 -0.142
N: 0.874 0.630 -2.534
N: -0.318 1.177 -2.197
N: 0.040 -1.800 -0.310
N: 1.334 0.588 0.795
H: 2.267 -0.721 -1.794
H: -1.396 1.078 0.787
H: -2.473 -0.174 0.000
H: -2.415 1.717 -0.684
H: 0.806 -2.478 -0.314
H: -0.834 -2.197 0.259
H: 1.730 -0.140 1.373
H: 0.820 1.179 1.367
H: 2.031 1.090 0.371

***

B.
Below is a gas-phase ion, C4H9N4 (charge +1), with properties calculated with ωB97M-V/def2-TZVPD.

Output
* multiplicity: 1
* net charge: +1
* SMILES: C=N[N+](=C)/C(C)=N\N
* Kohn-Sham gap (alpha / beta): 0.283 / 0.283 Eh

Atoms and positions in Å:
C: 2.245 0.745 0.682
N: 1.331 0.731 -0.189
N: 0.526 -0.351 -0.297
C: 1.001 -1.506 -0.723
C: -0.947 -0.061 -0.131
C: -1.720 -1.263 0.357
N: -1.521 1.062 -0.140
N: -1.102 2.257 -0.396
H: 2.989 1.640 0.714
H: 2.331 -0.044 1.541
H: 0.207 -2.303 -0.892
H: 2.004 -1.634 -0.926
H: -1.684 -2.203 -0.300
H: -1.229 -1.543 1.246
H: -2.757 -0.992 0.492
H: -0.008 2.384 -0.288
H: -1.665 3.081 -0.749

***

C.
Below is a gas-phase ion, C4H9N4 (charge +1), with properties calculated with ωB97M-V/def2-TZVPD.

Output
* multiplicity: 1
* net charge: +1
* Kohn-Sham gap (alpha / beta): 0.286 / 0.286 Eh

Atoms and positions in Å:
C: -0.540 -1.064 0.045
C: 0.249 -0.199 0.829
C: -0.234 1.581 -0.599
C: 1.031 -0.836 1.963
N: -0.946 -0.666 -1.170
N: 0.438 1.063 0.493
N: 0.357 2.534 -1.213
N: -1.743 -1.453 -1.788
H: -0.775 -2.175 0.432
H: 1.480 -0.044 2.693
H: 0.521 -1.554 2.594
H: 1.992 -1.255 1.582
H: 1.234 1.571 1.078
H: 0.044 3.003 -2.065
H: 1.171 2.904 -0.908
H: -2.346 -2.102 -1.197
H: -1.931 -1.307 -2.769

***

Name the most stable of them. C.

***

A.
Below is 2 unconnected molecules or ions with the total composition C4H10S2, with properties calculated with ωB97M-V/def2-TZVPD.

Output
* multiplicity: 1
* SMILES: C=C(C)S.CS
* Kohn-Sham gap: 0.342 Eh

Atoms and positions in Å:
C: -0.854 0.313 -1.629
C: -0.180 1.104 -0.851
C: 1.352 1.254 -0.978
S: -0.839 2.211 0.382
H: -1.977 0.045 -1.603
H: -0.255 -0.141 -2.473
H: 1.636 2.266 -1.428
H: 1.821 1.272 0.042
H: 1.728 0.440 -1.568
H: -2.070 1.716 0.531
C: 0.497 -1.931 1.581
S: -1.074 -1.194 2.228
H: 1.092 -1.176 1.105
H: 0.073 -2.790 0.989
H: 0.968 -2.337 2.489
H: -1.919 -1.053 1.184

***

B.
Below is a single C4H10S2 molecule, with properties calculated with ωB97M-V/def2-TZVPD.

Output
* multiplicity: 1
* SMILES: SCCCCS
* Kohn-Sham gap: 0.360 Eh

Atoms and positions in Å:
S: 1.580 1.990 -0.022
C: 1.981 0.216 -0.437
C: 0.567 -0.668 -0.558
C: -0.403 -0.394 0.568
C: -1.951 -0.481 0.107
S: -3.234 0.350 1.076
H: 2.466 2.467 -0.903
H: 2.495 0.011 -1.376
H: 2.582 -0.275 0.355
H: 0.885 -1.819 -0.483
H: 0.001 -0.488 -1.497
H: -0.223 -0.993 1.426
H: -0.242 0.659 0.735
H: -2.103 -1.555 -0.187
H: -1.995 0.103 -0.814
H: -2.406 0.876 2.012

***

C.
Below is 2 unconnected molecules or ions with the total composition C4H10S2, with properties calculated with ωB97M-V/def2-TZVPD.

Output
* multiplicity: 1
* SMILES: C=CC.CSS
* Kohn-Sham gap: 0.354 Eh

Atoms and positions in Å:
C: 0.891 -0.540 1.155
C: -0.032 -1.479 1.310
C: -0.029 -2.816 0.622
H: 0.869 0.419 1.652
H: 1.674 -0.712 0.424
H: -0.963 -1.201 1.803
H: -0.876 -2.915 -0.056
H: 0.870 -2.875 0.015
H: -0.090 -3.586 1.382
C: -0.720 2.706 -0.445
S: -1.150 1.374 -1.599
S: 0.706 0.867 -2.318
H: 0.076 2.413 0.223
H: -1.599 2.964 0.148
H: -0.437 3.572 -1.043
H: 0.810 1.808 -3.273

***

D.
Below is 2 unconnected molecules or ions with the total composition C4H10S2, with properties calculated with ωB97M-V/def2-TZVPD.

Output
* multiplicity: 1
* SMILES: C=CC.CSS
* Kohn-Sham gap: 0.320 Eh

Atoms and positions in Å:
C: -1.027 1.801 0.732
C: -1.234 0.709 1.489
C: -2.494 0.713 2.486
H: -0.161 1.707 0.150
H: -1.860 2.505 0.366
H: -0.441 0.002 1.709
H: -2.357 -0.353 2.853
H: -3.544 0.628 1.971
H: -2.485 1.417 3.275
C: 0.592 0.699 -2.092
S: 1.536 -0.069 -0.723
S: 0.615 -1.845 -0.382
H: -0.312 1.141 -1.702
H: 1.251 1.566 -2.345
H: 0.774 -0.057 -2.858
H: -0.296 -1.478 -1.424

***

Name the most stable of them. C.